{"formula": "C7H41ClO17P2S", "method": "ωB97M-V with the def2-TZVPD basis set", "spin_multiplicity": 1, "e_lumo_ev": 0.0, "orbital_gap_ha": 0.373, "species": ["C", "C", "C", "C", "O", "O", "P", "O", "O", "P", "S", "O", "C", "Cl", "C", "C", "H", "H", "H", "H", "H", "H", "H", "H", "H", "H", "H", "H", "H", "H", "H", "H", "H", "O", "H", "H", "O", "H", "H", "O", "H", "H", "O", "H", "H", "O", "H", "H", "O", "H", "H", "O", "H", "H", "O", "H", "H", "O", "H", "H", "O", "H", "H", "O", "H", "H", "O", "H", "H"], "positions_angstrom": [[3.710257, -1.121700, 2.045418], [4.262055, -0.234260, 0.919455], [3.636673, 1.161307, 0.856438], [2.140306, 1.199348, 0.516293], [1.729539, 0.045513, -0.260159], [0.868058, -0.774835, 0.580495], [-0.469218, -1.057998, -0.242336], [-0.342341, -1.457545, -1.647454], [-1.133001, -2.138773, 0.724864], [-0.462019, -3.313960, 1.661782], [-1.690108, -4.278396, 2.742572], [-1.350454, 0.224857, 0.034675], [-2.792575, 0.145139, 0.133430], [-3.485724, 0.948633, -1.305190], [-3.282451, 0.757509, 1.441117], [-2.180168, 0.993201, 2.473000], [4.503629, -1.722564, 2.488653], [3.243745, -0.523758, 2.836317], [2.964674, -1.827168, 1.675185], [5.340203, -0.102409, 1.040674], [4.128700, -0.736217, -0.041361], [4.180265, 1.779261, 0.137567], [3.755608, 1.640740, 1.835003], [1.879829, 2.055153, -0.110428], [1.506788, 1.240934, 1.402440], [0.534750, -2.583356, 2.306573], [0.227734, -4.013722, 0.667657], [-3.096198, -0.895445, 0.039833], [-3.808155, 1.692624, 1.239834], [-4.016582, 0.059491, 1.853537], [-1.633043, 0.080247, 2.722726], [-1.461746, 1.740068, 2.128145], [-2.632627, 1.368653, 3.392172], [2.232174, 0.006757, -3.160875], [1.741482, -0.549923, -2.544095], [2.082517, 0.912102, -2.872251], [-0.373038, 1.638581, -3.193070], [-0.108399, 0.752512, -2.910027], [-1.333301, 1.583286, -3.265558], [-2.080952, -3.820097, 6.214190], [-1.758376, -3.746785, 5.308184], [-2.964321, -4.190058, 6.127916], [-4.419265, 3.940968, 1.210464], [-4.498480, 4.454542, 0.391356], [-5.169887, 4.209549, 1.747316], [-2.416993, -3.365844, -2.634796], [-1.674475, -2.881142, -2.251472], [-3.021291, -2.674626, -2.928469], [5.893866, -3.600040, 1.485434], [6.674888, -3.792639, 2.020838], [5.997066, -4.130881, 0.690816], [-0.901126, 1.572143, -6.095390], [-0.387323, 1.812720, -5.315799], [-0.525946, 0.733748, -6.380929], [0.218259, 4.596060, -4.462922], [-0.635718, 5.024320, -4.357259], [0.105107, 3.716095, -4.085545], [8.305653, -2.768306, 2.927230], [7.937722, -1.991933, 3.360058], [9.254806, -2.617915, 2.898968], [-5.678467, -3.146303, -2.551301], [-4.950859, -3.614058, -2.123890], [-5.776816, -3.581790, -3.403576], [-0.513306, 3.220898, -0.258684], [-1.179362, 2.539171, -0.108683], [-0.238979, 3.053638, -1.169410], [-4.775471, 5.587368, -1.180192], [-5.660666, 5.447630, -1.532382], [-4.177100, 5.319679, -1.885115]], "forces_ev_per_angstrom": [[0.040, 0.021, 0.038], [-0.038, -0.019, -0.025], [-0.078, -0.012, 0.036], [0.026, 0.009, 0.069], [-0.247, -0.073, 0.098], [0.333, 0.083, -0.243], [-0.511, 0.091, 0.190], [0.117, 0.150, 0.277], [0.072, 0.119, -0.056], [0.072, 0.082, -0.259], [-0.082, -0.038, -0.032], [-0.333, -0.103, -0.083], [0.269, -0.274, -0.130], [0.054, 0.054, -0.006], [-0.067, 0.043, 0.169], [0.013, 0.083, 0.030], [-0.068, 0.019, -0.031], [0.061, -0.039, -0.036], [-0.030, 0.091, 0.013], [-0.074, -0.006, 0.048], [0.063, 0.046, 0.041], [-0.010, -0.103, -0.006], [0.011, 0.041, -0.111], [0.025, -0.013, 0.147], [0.043, -0.036, -0.085], [0.082, -0.011, 0.122], [0.069, -0.160, 0.059], [0.072, 0.040, 0.001], [0.114, -0.011, -0.003], [-0.002, 0.072, -0.061], [-0.060, 0.025, -0.052], [-0.052, -0.060, 0.050], [0.027, -0.014, -0.063], [-0.081, -0.048, -0.161], [0.069, 0.030, 0.061], [0.068, -0.020, 0.048], [-0.056, 0.192, 0.208], [0.043, -0.083, -0.149], [-0.064, -0.033, 0.031], [0.019, 0.033, 0.010], [-0.019, -0.019, 0.000], [0.003, 0.002, 0.001], [-0.019, -0.125, -0.005], [0.008, 0.088, 0.033], [0.022, 0.035, 0.006], [-0.230, 0.028, 0.146], [0.112, 0.062, -0.136], [0.030, 0.001, -0.071], [-0.070, -0.136, 0.041], [0.072, 0.173, -0.097], [0.007, 0.006, 0.002], [-0.089, 0.003, -0.056], [0.057, -0.112, -0.015], [0.009, 0.014, -0.004], [0.024, -0.060, 0.085], [-0.003, 0.001, -0.032], [0.016, -0.001, 0.037], [0.018, -0.032, 0.078], [-0.012, 0.008, -0.027], [0.001, -0.028, -0.005], [0.161, 0.020, 0.014], [-0.010, -0.039, -0.012], [-0.022, -0.013, 0.010], [-0.006, -0.110, -0.131], [0.054, 0.089, 0.038], [-0.026, 0.021, -0.040], [-0.033, -0.078, 0.026], [0.013, 0.015, -0.035], [0.021, 0.023, -0.001]]}